Below is one molecule with the formula C21H21N3O2, with properties calculated with the ωB97M-V functional and the def2-TZVPD basis.

```
! wB97M-V def2-TZVPD RIJCOSX def2/J DEFGRID3
* xyz 0 1
O 1.691 1.623 1.302
O 4.136 1.735 0.103
N 0.007 -1.231 -0.705
N -0.033 0.630 -2.247
N 1.884 -0.141 -1.192
C -3.518 -0.308 -0.539
C 0.501 1.954 1.835
C -1.369 -1.650 -0.781
C -2.294 -0.729 -0.016
C -1.903 -0.303 1.247
C 1.793 2.277 0.122
C -0.172 2.801 1.014
C -4.005 -0.758 -1.886
C 3.409 -1.478 0.298
C 0.670 3.014 -0.105
C -4.307 0.547 0.221
C -3.908 0.975 1.474
C 3.020 2.024 -0.701
C 3.401 -2.532 1.202
C 2.229 -3.200 1.520
C 1.017 -1.806 0.036
C 1.017 -2.850 0.940
C -2.701 0.543 1.993
C 2.206 -1.116 -0.275
C 0.530 -0.179 -1.447
C 2.731 0.887 -1.725
H -1.434 -2.663 -0.371
H -1.144 3.219 1.177
H 0.266 1.533 2.792
H 3.685 0.459 -2.045
H 3.853 1.135 0.805
H 0.466 3.619 -0.962
H -2.383 0.863 2.974
H 4.327 -0.970 0.048
H -1.655 -1.697 -1.836
H -1.033 0.505 -2.333
H 4.327 -2.834 1.667
H 3.282 2.927 -1.263
H -0.958 -0.643 1.647
H 0.110 -3.378 1.195
H 2.195 1.303 -2.580
H -3.344 -0.410 -2.680
H 2.255 -4.012 2.232
H -4.055 -1.845 -1.938
H -5.253 0.883 -0.179
H -4.998 -0.361 -2.079
H -4.540 1.640 2.044
*
```

Summary:
Orbital gap   0.3025 Eh
Energy   -30683.29497 eV
SMILES   [H]/N=c1\n(Cc2ccccc2C)c2ccccc2n1C[C@H](O)c1ccco1
LUMO energy   0.751 eV
Energy above the lowest of the compared OMol25 structures with the same formula, charge and spin   125.5 kJ/mol

Need the natural (NBO) charges? In units of e they are:
1. O -0.42
2. O -0.70
3. N -0.43
4. N -0.80
5. N -0.41
6. C -0.03
7. C 0.08
8. C -0.25
9. C 0.03
10. C -0.21
11. C 0.25
12. C -0.30
13. C -0.64
14. C -0.26
15. C -0.28
16. C -0.21
17. C -0.21
18. C 0.05
19. C -0.22
20. C -0.23
21. C 0.21
22. C -0.27
23. C -0.22
24. C 0.13
25. C 0.60
26. C -0.24
27. H 0.22
28. H 0.23
29. H 0.20
30. H 0.21
31. H 0.48
32. H 0.23
33. H 0.21
34. H 0.23
35. H 0.22
36. H 0.35
37. H 0.21
38. H 0.20
39. H 0.22
40. H 0.21
41. H 0.25
42. H 0.22
43. H 0.21
44. H 0.22
45. H 0.21
46. H 0.22
47. H 0.21